Entry 1:
ORCA calculation (ωB97M-V with the def2-TZVPD basis set) on 2 unconnected molecules or ions with the total composition C5H14N2PS in a non-equilibrium geometry.

Last column: natural (NBO) charge in e.
Cartesian coordinates (Å):
H  -3.3265  -1.5625  -0.2746  0.228
H  -1.4211  -2.3123  1.0045  0.456
H  1.7228  2.0428  2.2864  0.255
N  0.4803  0.0573  0.5430  -0.597
C  -0.4410  -0.6658  0.6114  0.747
H  3.0047  1.5520  -1.6191  0.260
C  -2.8433  -0.8388  0.3859  -0.206
H  1.1567  2.8007  0.7718  0.238
H  -2.3152  1.2554  0.3863  0.218
H  1.2646  1.8734  -1.5371  0.238
H  2.8872  2.7038  1.1390  0.259
C  -2.7753  0.5261  -0.2731  -0.636
H  1.6513  -4.5783  -0.5926  0.176
C  2.0335  1.1188  -1.3791  -0.942
S  1.4527  -3.3053  -0.2950  -0.335
H  -2.2118  0.4801  -1.2023  0.221
H  1.8642  0.2767  -2.0492  0.250
N  -1.5016  -1.3482  0.6959  -0.581
H  -3.7809  0.8653  -0.5012  0.257
H  2.4831  -2.9028  -1.0257  0.163
P  2.0934  0.5604  0.3780  1.046
H  -3.4114  -0.7843  1.3201  0.224
C  1.9336  2.1857  1.2268  -0.939

Force components x, y, z for each atom (eV/Å):
H 0.121 0.033 0.109
H 0.122 0.085 -0.025
H 0.032 -0.033 -0.030
N -1.806 -1.547 0.264
C 1.603 1.579 -0.152
H 0.037 -0.002 0.011
C -0.819 0.440 -0.185
H 0.022 -0.020 0.022
H 0.032 0.159 0.087
H -0.014 0.016 0.003
H 0.074 0.005 -0.007
C 0.019 -0.231 0.037
H 0.002 -0.437 -0.092
C -0.018 -0.105 0.251
S -0.282 0.320 0.299
H 0.022 0.030 -0.115
H 0.035 -0.041 0.043
N -0.481 -1.097 0.255
H -0.064 0.013 -0.008
H 0.270 0.135 -0.175
P 0.985 1.011 -0.397
H 0.125 -0.088 -0.122
C -0.018 -0.224 -0.074

The energy above the lowest of the compared OMol25 structures with the same formula, charge and spin is 61.6 kJ/mol. For the gap between HOMO and LUMO, the calculation gives 9.40 eV. Its HOMO energy is -13.00 eV. The value obtained for the calculated total energy is -1047.70396 Eh. Its total charge is +1.



Entry 2:
ORCA calculation (ωB97M-V with the def2-TZVPD basis set) on a molecular structure, C5H14N2S.

Last column: natural (NBO) charge in e.
Cartesian coordinates (Å):
S  1.1109  -0.2289  1.4403  -0.450
C  -1.7819  1.4902  0.9829  -0.610
C  -0.4846  -0.4647  -2.1509  -0.413
C  0.9465  -2.2608  -1.4745  0.352
H  -1.4811  -0.6710  -1.7683  0.209
H  -1.8906  0.4055  0.9385  0.211
H  -0.3273  0.6094  -2.1487  0.215
C  -0.6747  1.8834  1.9433  -0.411
H  1.4632  2.0418  2.0995  0.209
H  2.1536  -3.7646  -0.8087  0.403
H  -0.4019  -0.8082  -3.1822  0.191
H  1.9997  -2.4185  0.2633  0.432
N  1.7067  -2.8985  -0.5768  -0.774
H  0.7160  -2.8028  -2.3924  0.169
H  -1.5989  1.8400  -0.0375  0.187
H  0.8811  1.9469  0.4521  0.187
H  -2.7246  1.9311  1.2991  0.206
H  0.6843  -0.6099  -0.1161  0.309
H  -0.7175  2.9522  2.1826  0.192
N  0.5049  -1.0807  -1.2880  -0.525
H  -0.8131  1.3573  2.8869  0.205
C  0.7292  1.5511  1.4555  -0.493

Force components x, y, z for each atom (eV/Å):
S -0.187 -0.179 -0.123
C -0.052 0.017 -0.110
C 0.295 -0.081 -0.054
C 0.049 -0.035 -0.297
H -0.133 0.042 -0.034
H -0.015 0.003 0.037
H -0.025 0.099 0.034
C 0.269 -0.028 0.140
H -0.042 -0.069 -0.032
H -0.044 -0.009 -0.047
H -0.043 -0.144 -0.055
H -0.016 0.079 -0.004
N 0.166 -0.061 0.093
H 0.006 -0.083 0.035
H 0.131 0.088 0.038
H 0.015 0.118 -0.128
H -0.180 -0.103 0.031
H 0.271 0.101 0.421
H -0.065 0.002 -0.173
N -0.450 0.201 0.081
H -0.126 -0.019 0.141
C 0.177 0.063 0.006

The energy above the lowest of the compared OMol25 structures with the same formula, charge and spin is 45.8 kJ/mol. For the gap between HOMO and LUMO, the calculation gives 7.87 eV. Its HOMO energy is -7.28 eV. The value obtained for the calculated total energy is -706.57268 Eh.



Entry 3:
ORCA calculation (ωB97M-V with the def2-TZVPD basis set) on a molecular structure, C5H14N2S.

Last column: natural (NBO) charge in e.
Cartesian coordinates (Å):
C  -1.9039  1.6403  0.4224  -0.658
H  1.8033  -1.6916  -0.8533  0.177
H  2.5748  -1.8819  1.4698  0.214
N  -0.9126  -0.2208  -0.8753  -0.836
N  1.8263  0.4194  -0.9319  -0.868
C  -1.9515  0.7841  -0.8016  0.186
H  3.4037  -0.9735  -0.6195  0.179
H  -2.8386  0.2259  -2.6248  0.198
H  -0.4804  -0.5666  0.2215  0.341
H  1.8621  1.1003  -0.1824  0.372
H  -0.9104  2.0722  0.5425  0.231
H  -0.0054  0.1380  -1.2476  0.460
H  -3.6470  1.6194  -1.6979  0.211
H  2.4327  0.7586  -1.6659  0.368
C  2.1604  -0.9372  1.1211  -0.520
H  -2.6493  2.4293  0.3769  0.222
C  2.3397  -0.8619  -0.3872  -0.228
H  2.7450  -0.1347  1.5791  0.191
H  -1.2180  -1.0457  -1.3730  0.403
C  -2.8590  0.8834  -1.7653  -0.430
S  0.4232  -0.8518  1.6829  -0.459
H  -2.0707  1.0287  1.3098  0.244

Force components x, y, z for each atom (eV/Å):
C 0.154 -0.145 -0.027
H 0.002 -0.024 -0.054
H 0.090 -0.013 -0.008
N -0.149 0.011 0.230
N 0.103 -0.136 0.049
C -0.227 0.113 -0.307
H -0.006 -0.051 -0.043
H -0.044 0.026 -0.032
H 0.371 0.041 0.216
H -0.054 0.152 0.023
H 0.017 0.078 0.036
H -0.023 -0.034 0.116
H -0.018 -0.010 -0.032
H 0.025 0.017 -0.071
C -0.234 -0.074 -0.208
H -0.013 0.013 -0.044
C 0.040 0.099 0.068
H -0.034 0.014 0.067
H 0.003 -0.044 -0.236
C 0.147 -0.094 0.218
S -0.154 0.051 -0.003
H 0.003 0.011 0.043

The energy above the lowest of the compared OMol25 structures with the same formula, charge and spin is 92.6 kJ/mol. For the gap between HOMO and LUMO, the calculation gives 7.96 eV. Its HOMO energy is -7.21 eV. The value obtained for the calculated total energy is -706.55486 Eh.



Entry 4:
ORCA calculation (ωB97M-V with the def2-TZVPD basis set) on 2 unconnected molecules or ions with the total composition C5H14N3 in a non-equilibrium geometry.

Last column: natural (NBO) charge in e.
Cartesian coordinates (Å):
H  -1.1155  -0.9211  -2.5230  0.166
C  -1.3021  0.0260  -2.0438  -0.679
H  1.5013  -0.4331  2.1973  0.198
H  2.3207  1.9023  1.2912  0.377
N  -1.6101  -1.0423  0.1245  -0.853
H  -1.9394  -1.9088  -0.2693  0.343
H  -2.7721  1.3362  0.6654  0.180
H  -0.2693  -1.2164  0.4605  0.442
H  -1.3307  0.9252  -2.6491  0.198
H  0.8434  -2.5284  1.1772  0.399
C  1.6181  -0.5897  1.1234  -0.219
C  2.3071  0.2313  0.2991  -0.043
H  -2.2143  -0.7785  0.9623  0.336
C  -1.8270  1.3776  0.0148  -0.637
H  -1.9233  2.2835  -0.6792  0.226
N  0.7953  -1.6731  0.6104  -0.738
H  2.4698  -0.1164  -0.8118  0.138
N  2.8655  1.4409  0.5868  -0.792
H  -0.9441  1.5364  0.7032  0.183
H  2.9517  2.0056  -0.2471  0.387
H  1.1611  -1.9598  -0.2794  0.379
C  -1.5859  0.1027  -0.7136  0.010

Force components x, y, z for each atom (eV/Å):
H 0.010 -0.160 -0.197
C 0.268 -0.002 -0.067
H -0.098 0.227 -0.359
H 0.176 0.531 0.258
N -0.265 1.631 2.311
H -0.551 -0.531 -0.619
H 1.052 0.025 -0.646
H -1.004 -1.259 0.007
H 0.017 -0.215 0.002
H -0.250 0.551 0.080
C 0.760 0.849 0.297
C -0.568 -2.362 -2.162
H 0.699 -0.856 -0.976
C -0.058 0.740 0.347
H 0.225 -1.380 0.923
N 1.422 -0.049 0.526
H -0.569 0.649 2.087
N 0.012 0.170 0.165
H -0.829 0.401 -0.332
H 0.130 0.091 0.168
H 0.076 0.009 -1.038
C -0.654 0.942 -0.773

The expectation value of S² is 0.75. The energy above the lowest of the compared OMol25 structures with the same formula, charge and spin is 307.7 kJ/mol. For the gap between HOMO and LUMO (alpha / beta), the calculation gives 2.64 / 8.08 eV. Its HOMO energy (alpha / beta) is -2.15 / -7.62 eV. As for the spin multiplicity: 2. The value obtained for the calculated total energy is -362.96572 Eh.



Entry 5:
ORCA calculation (ωB97M-V with the def2-TZVPD basis set) on 2 unconnected molecules or ions with the total composition C5H14N3.

Last column: natural (NBO) charge in e.
Cartesian coordinates (Å):
H  -2.8316  -0.7789  0.7288  0.246
N  1.7351  0.3912  -0.7021  -0.897
H  -0.0062  0.9018  2.1838  0.436
H  2.6195  -2.1007  -0.2358  0.181
H  -1.5832  -0.8019  2.0592  0.217
C  -1.9633  -0.3158  1.1696  -0.347
H  -1.0013  1.9448  -1.0706  0.222
C  -1.8652  1.5507  -0.5399  -0.679
C  0.9014  -0.5210  -1.4077  0.248
H  0.6589  1.0189  0.6361  0.467
N  0.7394  -1.7396  -1.1732  -0.405
H  -2.5466  2.3606  -0.2922  0.255
C  -1.4349  0.7674  0.6501  0.139
C  1.5715  -2.3923  -0.1791  -0.466
N  -0.1606  1.2684  1.2464  -0.726
H  2.4560  -0.0738  -0.1588  0.397
H  1.5381  -3.4674  -0.3257  0.235
H  -0.1952  2.2913  1.3123  0.432
H  0.3054  -0.0469  -2.1877  0.179
H  -2.3553  0.8733  -1.2401  0.265
H  1.2440  -2.1897  0.8511  0.190
H  2.1741  1.0595  -1.3244  0.408

Force components x, y, z for each atom (eV/Å):
H -0.124 0.108 -0.092
N 0.157 -0.095 0.136
H -0.041 -0.076 0.052
H 0.241 0.076 -0.097
H 0.160 0.038 -0.028
C -0.210 -0.283 0.232
H 0.063 0.218 -0.019
C 0.045 -0.471 -0.381
C -0.154 0.209 -0.111
H 0.012 -0.069 -0.362
N 0.057 -0.249 0.096
H 0.004 0.108 0.065
C 0.485 -0.066 0.053
C -0.031 -0.073 0.267
N -0.421 0.571 0.284
H 0.056 -0.053 -0.139
H -0.104 -0.018 -0.001
H 0.087 -0.140 0.078
H 0.075 0.006 0.023
H -0.171 0.129 0.083
H -0.134 0.003 -0.178
H -0.051 0.125 0.037

The energy above the lowest of the compared OMol25 structures with the same formula, charge and spin is 193.9 kJ/mol. For the gap between HOMO and LUMO, the calculation gives 10.06 eV. Its HOMO energy is -13.26 eV. The value obtained for the calculated total energy is -362.90530 Eh. Its total charge is +1.



Entry 6:
ORCA calculation (ωB97M-V with the def2-TZVPD basis set) on 2 unconnected molecules or ions with the total composition C5H14N3.

Last column: natural (NBO) charge in e.
Cartesian coordinates (Å):
H  1.7794  -1.3628  -3.5968  0.233
H  0.1209  -1.1803  -2.8024  0.203
H  -2.5081  -0.1836  3.1581  0.369
H  0.1306  -1.3683  2.9023  0.203
H  0.8677  0.5571  -0.2334  0.472
C  -0.5653  -0.5634  2.6574  -0.238
C  -0.4989  -0.3149  1.1576  -0.223
H  1.5005  -0.6605  0.7325  0.430
H  -1.2150  0.4353  0.8287  0.219
C  1.0898  -0.7547  -3.0321  -0.413
C  -0.5125  1.6305  -2.2862  0.021
H  -0.8365  1.3523  -3.2882  0.187
H  -0.7053  -1.2364  0.6185  0.232
N  -1.9203  -0.9903  2.9753  -0.820
H  -0.2290  0.3304  3.1977  0.177
N  0.6097  1.2863  -1.8114  -0.502
H  1.2695  0.8248  1.3825  0.429
C  1.4339  0.4503  -2.6222  -0.072
H  2.4091  0.8766  -2.8202  0.223
H  -1.1649  2.2633  -1.6890  0.188
H  -1.9246  -1.5331  3.8320  0.382
N  0.8695  0.1413  0.7391  -0.701

Force components x, y, z for each atom (eV/Å):
H 0.026 0.006 -0.059
H -0.052 0.007 0.002
H -0.048 -0.082 -0.105
H -0.013 -0.021 0.067
H -0.126 0.332 0.219
C -0.066 -0.092 -0.145
C 0.001 0.004 -0.065
H 0.079 0.057 0.015
H 0.025 0.087 0.082
C -0.097 -0.331 -0.023
C -0.079 0.341 0.130
H 0.061 0.044 -0.060
H -0.049 0.012 -0.033
N 0.174 0.196 0.303
H -0.010 0.047 0.027
N -0.077 -0.501 -0.236
H -0.131 0.099 -0.021
C 0.180 0.386 0.118
H 0.062 -0.024 0.006
H -0.055 -0.126 0.003
H -0.032 -0.049 -0.134
N 0.227 -0.393 -0.092

The energy above the lowest of the compared OMol25 structures with the same formula, charge and spin is 222.4 kJ/mol. For the gap between HOMO and LUMO, the calculation gives 10.42 eV. Its HOMO energy is -13.40 eV. The value obtained for the calculated total energy is -362.89446 Eh. Its total charge is +1.